(1)
An isolated ion of composition C9H10N and charge +1 at a distorted geometry. Source: OMol25; level of theory: ωB97M-V/def2-TZVPD.

Results
Structure (SMILES): [NH2+]=C/C=C/c1ccccc1
LUMO level, eV: -5.36
Relative energy (zero: lowest compared OMol25 entry of this formula, charge and spin), eV: 2.2578
HOMO level, eV: -12.5

ORCA input file:
```
! RIJCOSX wB97M-V def2-TZVPD def2/J DEFGRID3
* xyz 1 1
N -0.9294 -0.5473 -3.9108
C -1.0194 0.0306 -2.6928
C -0.3274 -0.4480 -1.6204
C -0.8615 -0.0451 -0.4009
C -0.1727 0.0118 0.7908
C -0.6413 0.8616 1.8902
C 0.3246 1.0315 2.8488
C 1.4517 0.3197 2.9620
C 1.8741 -0.5974 2.0095
C 1.1899 -0.7356 0.8453
H -1.6330 -0.0874 -4.5954
H -0.2133 -1.1693 -4.0834
H -1.7299 0.7245 -2.6363
H 0.5227 -1.2491 -1.4749
H -1.7694 0.4817 -0.3518
H -1.3906 1.5793 1.6567
H -0.1114 1.7800 3.5895
H 2.1418 0.5022 3.8486
H 2.9004 -1.0693 1.9716
H 1.4624 -1.3078 -0.0574
*
```

Mulliken atomic charge list, values in e, 2 entries: -0.353, -0.087

***

(2)
C64H50CdN10O2S4 as an isolated structure at a distorted geometry. Source: OMol25; level of theory: ωB97M-V/def2-TZVPD.

Results
LUMO level, eV: -0.52
Relative energy (zero: lowest compared OMol25 entry of this formula, charge and spin), eV: 0.9254
HOMO level, eV: -5.8

ORCA input file:
```
! RIJCOSX wB97M-V def2-TZVPD def2/J DEFGRID3
* xyz 0 1
Cd -0.5619 -1.9083 1.3928
O -4.4861 -3.1252 0.0484
C -3.2757 -3.1358 0.3057
N -2.6159 -2.6200 1.3365
C -3.2362 -2.0099 2.4053
C -4.5811 -1.6333 2.4358
C -5.1238 -1.0301 3.5530
C -4.3276 -0.7612 4.6560
C -2.9926 -1.1178 4.6540
C -2.4246 -1.7671 3.5553
N -1.0965 -2.1406 3.4776
C -0.3259 -2.3282 4.5442
O -0.6377 -2.3236 5.7387
C 1.1208 -2.6220 4.2086
C 1.9001 -3.2721 5.1692
C 3.2314 -3.5164 4.9016
C 3.7567 -3.0591 3.7007
C 2.9150 -2.3936 2.8251
N 1.6258 -2.1953 3.0539
C -2.3787 -3.9051 -0.6323
C -2.9568 -4.9099 -1.4116
C -2.1694 -5.6070 -2.3045
C -0.8348 -5.2394 -2.4281
C -0.3428 -4.2490 -1.5915
N -1.0831 -3.6104 -0.6993
H -5.2001 -1.8503 1.5811
H -6.1756 -0.7766 3.5673
H -4.7477 -0.2846 5.5307
H -2.3743 -0.8971 5.5112
H 1.4355 -3.5639 6.0982
H 3.8539 -4.0409 5.6115
H 4.7981 -3.2053 3.4566
H 3.2971 -1.9835 1.8974
H -4.0092 -5.1089 -1.2849
H -2.5778 -6.4195 -2.8910
H -0.1843 -5.7216 -3.1434
H 0.6956 -3.9418 -1.6400
N 1.2087 -1.8893 0.1982
S 2.0674 -1.4435 -0.8716
N 1.4700 -0.9168 -2.3563
S 1.0176 0.5184 -2.6967
N 0.1290 1.4007 -1.8002
S -1.2409 0.8117 -0.9922
N -1.0605 -0.1896 0.0293
C -1.9029 2.4086 -0.4314
C -3.2625 2.4810 -0.1796
C -3.7978 3.6422 0.3493
C -2.9739 4.7168 0.6413
C -1.6086 4.6263 0.4220
C -1.0711 3.4651 -0.1101
C -2.3014 0.3296 -2.3897
C -2.4516 -1.0317 -2.5722
C -3.2169 -1.4913 -3.6290
C -3.8189 -0.5822 -4.4850
C -3.6702 0.7809 -4.2839
C -2.9023 1.2461 -3.2285
C 0.2659 0.3609 -4.3200
C -0.1748 1.5222 -4.9361
C -0.8173 1.4322 -6.1568
C -1.0101 0.1901 -6.7449
C -0.5596 -0.9636 -6.1204
C 0.0828 -0.8827 -4.8971
C 2.4522 1.5518 -3.0275
C 3.4315 1.0454 -3.8685
C 4.5875 1.7728 -4.0763
C 4.7542 2.9991 -3.4480
C 3.7577 3.5083 -2.6294
C 2.5996 2.7842 -2.4154
C 3.2274 -0.0971 -0.4681
C 2.7337 0.9106 0.3417
C 3.5592 1.9729 0.6731
C 4.8682 2.0069 0.2137
C 5.3572 0.9794 -0.5757
C 4.5316 -0.0787 -0.9225
C 3.1091 -2.8154 -1.4555
C 3.1773 -3.8774 -0.5684
C 3.8999 -5.0072 -0.9025
C 4.5360 -5.0728 -2.1333
C 4.4544 -4.0122 -3.0216
C 3.7391 -2.8727 -2.6831
H -3.8874 1.6285 -0.3954
H -4.8566 3.7068 0.5431
H -3.3900 5.6221 1.0567
H -0.9629 5.4576 0.6703
H -0.0112 3.3623 -0.2780
H -1.9683 -1.6903 -1.8657
H -3.3563 -2.5514 -3.7759
H -4.4197 -0.9393 -5.3071
H -4.1570 1.4834 -4.9437
H -2.7752 2.3045 -3.0536
H -0.0216 2.4717 -4.4447
H -1.1777 2.3257 -6.6440
H -1.5222 0.1222 -7.6926
H -0.7176 -1.9257 -6.5830
H 0.4359 -1.7544 -4.3682
H 3.2690 0.0879 -4.3404
H 5.3601 1.3852 -4.7222
H 5.6643 3.5588 -3.5970
H 3.8862 4.4677 -2.1534
H 1.8086 3.1436 -1.7788
H 1.7178 0.8327 0.7058
H 3.1842 2.7718 1.2966
H 5.5123 2.8326 0.4810
H 6.3813 0.9989 -0.9208
H 4.9099 -0.8875 -1.5279
H 2.6282 -3.7925 0.3578
H 3.9581 -5.8310 -0.2077
H 5.0897 -5.9599 -2.4014
H 4.9478 -4.0776 -3.9809
H 3.6522 -2.0445 -3.3686
S -2.2636 3.2711 5.9680
C -1.5843 2.1315 4.7580
C -2.3131 1.8723 3.6125
C -1.7503 1.0366 2.6599
N -0.5356 0.5198 2.7723
C 0.1373 0.7498 3.8885
C -0.3454 1.5351 4.9258
C -1.6339 4.7345 5.1532
C -0.2675 4.9565 5.0627
C 0.1642 6.0893 4.3935
N -0.6536 6.9681 3.8386
C -1.9541 6.7585 3.9508
C -2.5028 5.6589 4.5929
H -3.2982 2.2879 3.4757
H -2.2934 0.7859 1.7596
H 1.1125 0.2847 3.9582
H 0.2254 1.6778 5.8299
H 0.4329 4.2723 5.5134
H 1.2201 6.3072 4.3027
H -2.5910 7.5102 3.5013
H -3.5707 5.5209 4.6614
*
```

Mulliken atomic charge list, values in e, 2 entries: 2.558, -0.844

***

(3)
C27H32Cl2N2O4Tl as an isolated structure at a distorted geometry. Source: OMol25; level of theory: ωB97M-V/def2-TZVPD.

Results
LUMO level, eV: 2.46
HOMO level, eV: -1.7

ORCA input file:
```
! RIJCOSX wB97M-V def2-TZVPD def2/J DEFGRID3
* xyz -1 1
Tl -0.3954 -0.1342 0.5353
Cl -2.0822 -0.9103 2.5242
N 0.0534 -2.1767 -0.0505
N -0.6643 1.9759 0.9809
C -0.7388 -2.9081 -0.8598
C -1.7267 2.6950 0.5650
C 0.9061 -3.0571 0.7389
C 0.1324 -4.3861 0.6608
C 1.0953 -2.5834 2.1540
C 2.2305 -3.1335 0.0109
H 0.1139 -2.4386 2.6298
H 1.6755 -1.6365 2.2282
H 1.6722 -3.3646 2.7068
H 2.0489 -3.4911 -1.0189
H 2.9142 -3.8194 0.5607
H 2.6662 -2.1231 -0.0406
C -0.0504 2.6190 2.1378
C -1.1991 3.5126 2.6416
C 1.1105 3.4302 1.6041
C 0.4085 1.6419 3.1842
H -0.4271 0.9844 3.4685
H 0.7469 2.2258 4.0751
H 1.2689 1.0174 2.8524
H 0.7253 4.1388 0.8485
H 1.8307 2.7478 1.1226
H 1.5958 3.9733 2.4462
O -2.0928 3.6017 1.4356
H -0.9288 4.5402 2.9681
H -1.8037 2.9719 3.3947
O -0.7469 -4.1771 -0.5429
H -0.5729 -4.4660 1.5093
H 0.7349 -5.3094 0.5151
C -1.5723 -2.3574 -1.9574
C -2.4676 2.4719 -0.7031
C -2.9728 1.0784 -1.0772
H -1.7765 2.7379 -1.5322
H -3.3144 3.1977 -0.6733
C -1.9556 0.1141 -1.5166
C -2.5496 -1.2167 -1.6795
H -0.9453 0.3522 -1.7425
C -3.9518 -1.4117 -1.9357
C -4.8675 -0.3427 -1.8217
C -4.4606 -2.6936 -2.5941
C -4.3773 0.8873 -1.3323
H -5.9231 -0.4471 -2.1676
C -5.3427 2.0726 -1.3447
H -6.3416 1.7047 -1.6329
H -5.0341 2.8371 -2.0847
H -5.3961 2.5394 -0.3477
H -3.9833 -2.8566 -3.5803
H -5.5470 -2.5936 -2.7545
H -4.2610 -3.5650 -1.9499
H -2.1075 -3.2372 -2.3876
H -0.8754 -1.9373 -2.7142
Cl 7.9385 1.3261 -2.4305
C 6.5092 1.0639 -1.5773
C 6.6071 0.9351 -0.1700
C 5.4377 0.7163 0.5519
C 4.2262 0.6081 -0.1222
C 4.1240 0.7659 -1.5258
C 5.2902 0.9846 -2.2660
C 3.0342 0.3699 0.6887
O 3.0152 0.1473 1.9159
O 2.0153 0.4117 -0.1449
H 7.5532 0.9947 0.3613
H 5.3488 0.5826 1.6361
H 3.1484 0.7025 -2.0183
H 5.2742 1.0959 -3.3557
*
```

Mulliken atomic charge list, values in e, 2 entries: 0.964, -0.619

***

Among the records above, which one has the lowest LUMO level?
C9H10N

***

Look up the HOMO level of the second one.
-5.8 eV

***

Which of these has the highest LUMO level?
C27H32Cl2N2O4Tl